A molecular structure, C4H12FNaO2S2. Source: OMol25; level of theory: ωB97M-V with the def2-TZVPD basis set.

## Properties
Energy above the lowest of the compared OMol25 structures with the same formula, charge and spin (kJ/mol): 42.30
Highest occupied orbital energy (eV): -8.252

ORCA input file:
```
! wB97M-V def2-TZVPD RIJCOSX def2/J DEFGRID3
* xyz 0 1
F -19.45 3.80 -3.97
O -25.02 5.37 -1.12
H -22.71 5.89 -3.03
H -20.15 -2.32 -4.90
H -21.06 -0.08 -2.35
H -23.97 2.67 -0.32
H -19.46 0.69 -2.17
Na -18.62 6.09 -4.88
H -22.10 5.02 -1.61
C -24.24 2.74 -1.37
S -20.01 0.03 -4.47
S -24.43 4.40 -2.18
C -22.69 4.93 -2.52
H -20.85 1.61 -2.83
H -22.23 4.17 -3.16
C -20.04 -1.73 -3.99
O -18.62 0.41 -4.97
C -20.36 0.64 -2.78
H -20.96 -1.97 -3.45
H -23.46 2.18 -1.88
H -25.22 2.28 -1.51
H -19.19 -2.12 -3.43
*
```

How is the electron density shared among the atoms? According to Löwdin, the charges in e are:
1. F -0.740
2. O -0.600
3. H 0.040
4. H 0.037
5. H 0.031
6. H 0.055
7. H 0.063
8. Na 0.799
9. H 0.054
10. C -0.253
11. S 0.836
12. S 0.842
13. C -0.255
14. H 0.019
15. H 0.030
16. C -0.286
17. O -0.566
18. C -0.267
19. H 0.038
20. H 0.029
21. H 0.037
22. H 0.058


A gas-phase ion, C3IO2 (charge -1). Source: OMol25; level of theory: ωB97M-V with the def2-TZVPD basis set.

## Properties
Energy above the lowest of the compared OMol25 structures with the same formula, charge and spin (kJ/mol): 218.38
Highest occupied orbital energy (eV): -4.307

ORCA input file:
```
! wB97M-V def2-TZVPD RIJCOSX def2/J DEFGRID3
* xyz -1 1
I 1.22 0.52 3.05
C -0.17 -0.36 0.23
O -0.38 -1.17 -1.90
O -0.52 1.04 -1.36
C -0.46 -0.18 -1.21
C 0.31 0.15 1.19
*
```

How is the electron density shared among the atoms? According to Löwdin, the charges in e are:
1. I 0.651
2. C -0.107
3. O -0.024
4. O -0.032
5. C -0.852
6. C -0.636


C5H4N2O in the gas phase. Source: OMol25; level of theory: ωB97M-V with the def2-TZVPD basis set.

## Properties
Energy above the lowest of the compared OMol25 structures with the same formula, charge and spin (kJ/mol): 182.37
Highest occupied orbital energy (eV): -10.879

ORCA input file:
```
! wB97M-V def2-TZVPD RIJCOSX def2/J DEFGRID3
* xyz 0 1
C 0.60 1.66 -0.44
N -0.71 -0.63 -2.62
H 1.11 -1.78 -0.10
C 0.43 -0.97 -0.32
N 0.45 2.71 -0.96
C -0.50 -0.20 0.62
C 0.77 0.49 0.38
H -1.30 0.33 0.13
O -0.69 -0.67 1.91
C -0.11 -0.79 -1.68
H 1.63 0.58 0.98
H -1.67 -0.72 2.10
*
```

How is the electron density shared among the atoms? According to Löwdin, the charges in e are:
1. C -0.197
2. N 0.172
3. H 0.140
4. C -0.056
5. N 0.169
6. C -0.334
7. C -0.135
8. H 0.161
9. O 0.020
10. C -0.220
11. H 0.140
12. H 0.140


A molecular structure, C38H37BiCl2N4O4Si2. Source: OMol25; level of theory: ωB97M-V with the def2-TZVPD basis set.

## Properties
Energy above the lowest of the compared OMol25 structures with the same formula, charge and spin (kJ/mol): 163.13
Highest occupied orbital energy (eV): -1.677

ORCA input file:
```
! wB97M-V def2-TZVPD RIJCOSX def2/J DEFGRID3
* xyz -2 1
H 2.57 3.08 4.40
C -1.61 -2.24 2.74
O 2.11 2.26 0.31
C 3.54 -0.45 -0.72
C -2.72 -1.43 3.14
H -4.20 -1.16 4.66
H 5.04 7.58 3.96
H 6.08 7.58 2.52
H 5.06 6.73 0.58
C -2.27 -2.77 -2.02
C -2.11 -1.44 0.45
C 2.78 4.32 1.26
C -2.74 -0.21 1.19
C 2.91 3.66 -4.43
C 3.50 -1.79 3.54
H 1.88 -4.29 1.97
Cl -3.75 -3.19 6.60
Cl -1.27 -4.88 5.71
H -0.38 -3.92 3.21
C -3.20 -3.11 -1.00
H -1.42 4.45 -3.03
C -1.45 -1.69 -1.82
H -0.60 4.63 -1.47
H 4.29 0.81 -3.32
H -3.96 -3.86 -1.19
H 1.88 2.43 2.90
C 1.75 3.44 0.55
C -1.18 -3.28 3.54
H 6.31 6.37 3.78
H -2.25 -3.31 -2.95
H 0.91 4.29 -4.03
C 4.59 6.03 2.54
C -1.22 3.97 -2.07
C 1.32 2.41 -3.09
C 4.45 6.05 1.16
H 2.86 -1.77 -3.37
Si 1.94 -0.07 -1.72
Bi 0.02 0.75 -0.15
H 3.78 0.38 -0.07
H -1.03 0.60 -4.09
O 0.67 3.96 0.29
H 4.84 2.77 -4.69
H 1.24 -1.30 -3.84
C 2.58 -0.81 3.24
Si -0.41 2.24 -2.25
C -3.17 -2.44 0.17
C 3.86 2.68 -4.24
C 1.65 3.51 -3.87
C -1.82 -3.55 4.75
H 3.90 5.11 4.35
N 1.46 -1.02 2.56
H 4.39 -1.56 4.09
H 2.74 0.22 3.55
H 1.11 3.79 3.70
C 1.24 -2.25 2.10
C 3.81 5.14 3.27
H -0.82 -1.32 -2.60
C 2.07 3.34 3.46
H 3.15 4.55 -5.02
H 3.40 -1.33 -0.10
H 4.41 -0.65 -1.35
H -3.89 -2.62 0.95
C 2.91 4.28 2.65
C 2.30 1.42 -2.87
H 2.39 5.59 -1.23
C 3.55 5.21 0.52
N -1.42 -0.98 -0.70
O 0.47 -2.77 -0.03
C 5.56 6.94 3.24
C 3.39 5.23 -0.97
H 1.48 -2.43 -2.52
C 0.14 -2.40 1.09
H -2.44 1.08 -3.18
C 3.24 -3.09 3.10
N -3.14 -0.37 2.44
N -1.11 -2.05 1.46
C -1.52 1.44 -3.62
C 2.10 -3.31 2.36
H -2.17 3.87 -1.55
O -2.92 0.81 0.52
H -1.78 2.15 -4.40
H 4.14 5.86 -1.44
C 1.87 -1.53 -2.99
C -2.91 -2.79 5.14
C 3.54 1.57 -3.47
C -3.35 -1.74 4.36
H 3.46 4.22 -1.35
H 3.92 -3.89 3.33
*
```

How is the electron density shared among the atoms? According to Löwdin, the charges in e are:
1. H 0.072
2. C -0.150
3. O -0.184
4. C -0.218
5. C -0.255
6. H 0.100
7. H 0.070
8. H 0.063
9. H 0.102
10. C -0.131
11. C -0.378
12. C -0.050
13. C -0.539
14. C -0.122
15. C -0.071
16. H 0.116
17. Cl 0.601
18. Cl 0.592
19. H 0.099
20. C -0.124
21. H 0.009
22. C -0.214
23. H -0.006
24. H 0.088
25. H 0.088
26. H 0.063
27. C -0.705
28. C -0.043
29. H 0.070
30. H 0.068
31. H 0.089
32. C -0.293
33. C -0.223
34. C -0.303
35. C -0.025
36. H 0.012
37. Si 0.470
38. Bi 1.466
39. H 0.006
40. H 0.003
41. O -0.013
42. H 0.088
43. H 0.009
44. C -0.130
45. Si 0.479
46. C -0.025
47. C -0.118
48. C -0.117
49. C -0.712
50. H 0.109
51. N 0.142
52. H 0.092
53. H 0.096
54. H 0.092
55. C -0.228
56. C -0.027
57. H 0.074
58. C -0.029
59. H 0.089
60. H 0.007
61. H 0.006
62. H 0.103
63. C -0.207
64. C -0.312
65. H 0.088
66. C -0.209
67. N -0.162
68. O 0.065
69. C -0.072
70. C -0.028
71. H 0.003
72. C -0.434
73. H 0.017
74. C -0.076
75. N 0.135
76. N 0.110
77. C -0.221
78. C -0.024
79. H 0.023
80. O -0.060
81. H 0.010
82. H 0.072
83. C -0.216
84. C -0.714
85. C -0.115
86. C -0.057
87. H 0.080
88. H 0.098